Molecular formula: C4H13NO
Method: DFT, wB97M-V/def2-TZVPD

Each atom is followed by the atoms it is bonded to, with distances in Å.
Positions of all 19 atoms, in Å:
1 C -2.61505 -0.58013 0.66600  C2 1.561, H4 1.094, H5 1.081, H6 1.090
2 C -1.35914 0.34453 0.60243  C1 1.561, C3 1.535, H7 1.103, H8 1.086
3 C -0.83691 0.78954 1.97547  C2 1.535, H9 1.090, H10 1.088, H11 1.090
4 H -3.46668 0.10560 0.61881  C1 1.094
5 H -2.63950 -1.31999 -0.12117  C1 1.081
6 H -2.76790 -1.01065 1.65575  C1 1.090
7 H -0.60938 -0.31421 0.13290  C2 1.103
8 H -1.60828 1.22530 0.01803  C2 1.086
9 H 0.01650 1.45255 1.83215  C3 1.090
10 H -0.60859 -0.07899 2.58967  C3 1.088
11 H -1.58967 1.37528 2.50326  C3 1.090
12 N 2.32234 -0.96312 -2.18972  C13 1.450, H15 1.020, H16 1.021
13 C 2.32393 0.25447 -1.40165  N12 1.450, O14 1.382, H17 1.128, H18 1.091
14 O 2.13553 -0.10502 -0.08099  C13 1.382, H19 1.003
15 H 2.00020 -0.72889 -3.12839  N12 1.020
16 H 3.29663 -1.17765 -2.40562  N12 1.021
17 H 1.30212 0.66919 -1.63909  C13 1.128
18 H 3.07647 1.03241 -1.53793  C13 1.091
19 H 1.62735 -0.97020 -0.08992  O14 1.003

Output
* spin multiplicity: 2
* ΔE to the lowest compared entry with this formula, charge and spin: 256.09 kJ/mol
* HOMO (alpha / beta): -0.533 / -0.531 Eh
* lowest unoccupied orbital energy (alpha / beta): -3.575 / -10.184 eV
* total charge: +1
* calculated total energy: -7885.4402 eV